The following is a quantum chemistry calculation of a structure of composition C26H21BrFeN9O3S3, from OMol25.

Geometry as XYZ:
```
64
Properties=species:S:1:pos:R:3:mulliken_spin:R:1
Fe 0.352 -1.101 0.398 1.120
S 1.589 0.528 1.248 -0.056
C 1.205 1.714 0.017 0.009
N 1.797 2.855 -0.152 0.040
N 2.841 3.110 0.582 0.026
C 3.550 4.312 0.445 -0.007
C 4.689 4.490 1.224 0.007
C 5.408 5.670 1.130 -0.004
C 4.997 6.674 0.265 0.007
C 3.862 6.485 -0.511 -0.003
C 3.132 5.310 -0.431 0.006
N 0.242 1.473 -0.923 -0.006
N -0.284 0.336 -0.917 -0.069
C -1.234 0.164 -1.981 -0.012
C -1.587 -1.121 -2.371 0.005
C -2.512 -1.304 -3.391 0.004
C -3.085 -0.213 -4.024 -0.005
C -2.719 1.071 -3.637 0.002
C -1.796 1.267 -2.626 -0.006
H 3.267 2.357 1.114 -0.002
H 5.009 3.705 1.900 0.000
H 6.294 5.802 1.736 0.000
H 5.561 7.594 0.191 0.000
H 3.539 7.261 -1.192 0.000
H 2.254 5.152 -1.039 0.001
H -1.106 -1.973 -1.917 0.006
H -2.765 -2.310 -3.700 0.000
H -3.803 -0.357 -4.821 0.000
H -3.151 1.930 -4.134 0.000
H -1.504 2.263 -2.330 -0.001
Br -2.489 1.072 1.186 -0.002
C -1.823 -0.157 2.453 0.006
C -2.448 -0.198 3.688 0.000
C -1.956 -1.060 4.652 -0.001
C -0.856 -1.843 4.346 0.004
C -0.304 -1.740 3.088 -0.003
N -0.779 -0.914 2.141 -0.034
C 0.876 -2.592 2.677 -0.008
O 1.381 -3.345 3.479 -0.005
O 1.218 -2.423 1.443 -0.028
H -3.293 0.447 3.877 0.000
H -2.423 -1.110 5.626 0.000
H -0.405 -2.536 5.041 -0.001
S -1.518 -3.318 0.441 0.001
C -3.153 -3.143 0.217 0.003
N -3.778 -2.088 -0.293 0.000
C -5.230 -2.061 -0.238 0.000
C -5.666 -3.520 -0.158 0.000
S -4.298 -4.381 0.681 0.000
H -3.242 -1.291 -0.601 0.002
H -5.623 -1.574 -1.130 0.000
H -5.561 -1.500 0.641 0.000
H -5.807 -3.953 -1.146 0.000
H -6.578 -3.640 0.421 0.000
N 1.992 -3.979 -1.054 0.000
C 2.140 -2.643 -1.154 -0.008
O 1.036 -1.946 -1.109 0.006
C 3.388 -2.077 -1.399 0.004
C 3.536 -0.692 -1.640 0.001
N 3.692 0.434 -1.843 -0.001
C 4.528 -2.918 -1.437 0.000
N 5.455 -3.604 -1.477 0.001
H 1.137 -4.299 -0.630 0.001
H 2.812 -4.553 -0.941 -0.001
```

Output
Charge: 0
ΔE to the lowest compared entry with this formula, charge and spin, eV: 0.000
HOMO level (alpha / beta), Ha: -0.284 / -0.284
E_tot, a.u.: -6754.216815
Spin multiplicity: 2
Orbital gap (alpha / beta), eV: 6.3 / 6.6
Molecular weight, g mol⁻¹: 739.46
F_max, eV/A: 0.55

The following is a quantum chemistry calculation of a structure of composition C26H21ClN3OPSTe4V in a non-equilibrium geometry, from OMol25.

Geometry as XYZ:
```
59
Properties=species:S:1:pos:R:3:mulliken_spin:R:1
V 1.496 -0.858 -0.144 1.118
N 4.188 -0.515 -3.623 -0.001
C 3.567 -0.772 -2.410 0.012
S 1.998 -1.505 -2.442 -0.007
N 4.260 -0.446 -1.359 -0.005
N 3.588 -0.644 -0.153 0.018
C 4.301 -0.329 0.876 -0.045
C 3.863 -0.299 2.255 0.037
C 4.850 -0.078 3.228 -0.015
C 4.560 -0.002 4.573 0.009
C 3.227 -0.147 4.972 -0.014
C 2.233 -0.351 4.045 0.011
C 2.504 -0.425 2.657 -0.032
O 1.517 -0.599 1.833 -0.026
H 3.861 -1.092 -4.380 0.001
H 5.191 -0.435 -3.545 0.000
H 5.331 -0.030 0.683 -0.006
H 5.877 0.029 2.892 0.000
H 5.345 0.159 5.301 0.000
H 2.972 -0.100 6.026 -0.002
H 1.201 -0.474 4.349 -0.002
Cl 1.892 1.914 -0.127 0.011
C 0.358 2.661 -0.507 -0.014
C 0.369 4.050 -0.598 -0.001
C -0.792 4.725 -0.922 0.000
C -1.959 4.010 -1.161 0.000
C -1.947 2.632 -1.062 -0.001
C -0.794 1.918 -0.725 -0.001
P -0.855 0.061 -0.565 -0.002
C -2.156 -0.058 0.707 0.000
C -1.698 -0.246 2.010 -0.028
C -2.604 -0.299 3.060 0.001
C -3.963 -0.191 2.815 -0.001
C -4.423 -0.023 1.515 0.001
C -3.523 0.049 0.464 0.000
C -1.619 -0.318 -2.182 -0.004
C -2.609 -1.279 -2.361 -0.002
C -3.057 -1.595 -3.638 0.002
C -2.519 -0.963 -4.747 -0.003
C -1.511 -0.021 -4.579 0.003
C -1.061 0.293 -3.308 -0.003
H 1.293 4.583 -0.417 0.000
H -0.782 5.805 -0.993 0.000
H -2.875 4.525 -1.423 0.000
H -2.858 2.078 -1.252 0.000
H -0.638 -0.393 2.187 0.020
H -2.245 -0.470 4.067 0.000
H -4.670 -0.269 3.631 0.000
H -5.486 0.028 1.317 0.000
H -3.892 0.157 -0.548 0.000
H -3.001 -1.831 -1.516 -0.002
H -3.816 -2.359 -3.754 0.000
H -2.865 -1.217 -5.742 0.000
H -1.058 0.455 -5.440 0.000
H -0.253 1.005 -3.192 -0.001
Te 0.505 -3.455 0.294 -0.032
Te -2.215 -3.632 0.879 0.004
Te -4.584 -7.082 1.370 0.001
Te -2.020 -6.338 0.809 0.001
```

Output
Charge: -2
ΔE to the lowest compared entry with this formula, charge and spin, eV: 0.000
HOMO level (alpha / beta), Ha: -0.013 / -0.013
E_tot, a.u.: -4458.843305
Spin multiplicity: 2
Orbital gap (alpha / beta), eV: 4.1 / 4.1
Molecular weight, g mol⁻¹: 1051.31
F_max, eV/A: 1.11

The following is a quantum chemistry calculation of an isolated molecule of C26H21ClN6O2S in a non-equilibrium geometry, from OMol25.

Geometry as XYZ:
```
57
Properties=species:S:1:pos:R:3:nbo_charge:R:1
C 4.393 1.310 1.725 -0.408
N 4.748 -0.012 1.303 -0.371
C 5.971 -0.530 0.996 0.141
N 5.863 -1.765 0.616 -0.274
N 4.565 -2.104 0.652 -0.335
C 3.901 -1.053 1.058 0.165
S 2.187 -0.924 1.284 0.250
C 1.752 -2.663 0.867 -0.544
C 0.306 -2.756 0.512 0.067
C -0.657 -2.334 1.424 -0.246
C -1.996 -2.380 1.102 -0.167
C -2.400 -2.865 -0.140 -0.140
C -3.811 -2.788 -0.546 0.558
O -4.279 -3.787 -1.303 -0.654
N -4.590 -1.837 -0.211 -0.306
N -4.344 -0.793 0.516 -0.144
C -3.633 0.203 0.124 0.052
C -2.870 0.330 -1.152 0.637
O -2.852 -0.419 -2.111 -0.597
N -2.157 1.499 -1.061 -0.414
C -1.335 1.997 -2.137 -0.240
C 0.120 1.626 -1.991 -0.037
C 0.493 0.286 -2.004 -0.209
C 1.825 -0.075 -1.943 -0.154
C 2.794 0.913 -1.864 -0.063
Cl 4.471 0.471 -1.842 0.006
C 2.440 2.251 -1.820 -0.240
C 1.102 2.599 -1.884 -0.194
C -2.402 2.136 0.147 0.171
C -1.876 3.313 0.640 -0.259
C -2.307 3.742 1.889 -0.181
C -3.230 3.015 2.626 -0.243
C -3.750 1.825 2.138 -0.170
C -3.334 1.389 0.894 -0.046
C -1.444 -3.321 -1.043 -0.151
C -0.102 -3.254 -0.720 -0.244
H 5.301 1.883 1.903 0.221
H 3.803 1.261 2.642 0.218
H 3.795 1.801 0.954 0.217
H 6.886 0.020 1.067 0.205
H 1.989 -3.258 1.750 0.238
H 2.411 -2.956 0.052 0.258
H -0.347 -1.951 2.385 0.220
H -2.735 -2.048 1.817 0.231
H -5.171 -3.571 -1.610 0.500
H -1.726 1.539 -3.053 0.248
H -1.452 3.083 -2.202 0.211
H -0.267 -0.478 -2.081 0.236
H 2.115 -1.113 -1.975 0.219
H 3.203 3.011 -1.755 0.226
H 0.828 3.644 -1.870 0.210
H -1.149 3.883 0.083 0.217
H -1.912 4.663 2.292 0.215
H -3.544 3.380 3.592 0.216
H -4.466 1.250 2.703 0.226
H -1.761 -3.696 -2.003 0.232
H 0.636 -3.593 -1.431 0.218
```

Output
Charge: 0
ΔE to the lowest compared entry with this formula, charge and spin, eV: 0.000
HOMO level, Ha: -0.308
E_tot, a.u.: -2340.779839
Orbital gap, eV: 8.0
Molecular weight, g mol⁻¹: 517.01
F_max, eV/A: 2.40

The following is a quantum chemistry calculation of a structure of composition C26H21EuN8S2 in a non-equilibrium geometry, from OMol25.

Geometry as XYZ:
```
58
Properties=species:S:1:pos:R:3:mulliken_spin:R:1
Eu -1.255 -0.527 0.003 6.061
C -1.658 -0.527 4.551 0.068
C -2.186 -0.527 3.274 0.009
N -1.404 -0.527 2.177 0.075
C 0.023 -0.527 2.388 -0.045
C 0.480 -0.527 3.706 0.028
N -0.328 -0.527 4.801 0.013
C 1.078 -0.527 1.234 0.184
C 2.452 -0.526 1.244 -0.038
C 3.190 -0.527 0.001 0.124
C 2.450 -0.527 -1.240 -0.019
C 1.076 -0.527 -1.229 0.165
N 0.604 -0.527 0.003 0.219
C 0.024 -0.527 -2.387 -0.051
C 0.486 -0.527 -3.703 0.027
N -0.318 -0.527 -4.803 0.006
C -1.649 -0.527 -4.559 0.046
C -2.181 -0.527 -3.284 0.008
N -1.405 -0.527 -2.184 0.046
C 4.698 -0.527 -0.001 -0.031
C 5.456 -0.528 1.184 0.048
C 6.846 -0.528 1.134 -0.019
N 7.556 -0.526 -0.007 0.050
C 6.842 -0.525 -1.144 -0.019
C 5.452 -0.525 -1.189 0.049
H -2.302 -0.527 5.424 0.005
H -3.254 -0.527 3.097 0.008
H 1.536 -0.527 3.949 0.004
H 2.964 -0.526 2.195 -0.007
H 2.961 -0.527 -2.192 -0.003
H 1.542 -0.527 -3.944 0.002
H -2.289 -0.527 -5.434 0.003
H -3.251 -0.527 -3.111 0.005
H 5.007 -0.530 2.169 0.010
H 7.436 -0.529 2.046 -0.001
H 7.429 -0.524 -2.059 -0.001
H 5.000 -0.523 -2.173 0.010
C -4.806 -2.562 0.003 -0.001
C -4.729 -1.077 0.003 0.005
N -3.608 -0.393 0.003 -0.006
C -3.854 0.996 0.003 0.000
C -5.211 1.289 0.003 0.001
S -6.161 -0.137 0.003 0.002
C -2.778 2.072 0.003 -0.004
C -3.071 3.428 0.003 -0.001
S -1.644 4.377 0.003 0.001
C -0.704 2.946 0.003 0.013
N -1.389 1.826 0.003 0.014
C 0.783 3.007 0.003 -0.005
H -3.802 -2.998 0.003 0.000
H -5.331 -2.925 -0.887 0.000
H -5.331 -2.925 0.893 0.000
H -5.698 2.252 0.003 0.000
H -4.033 3.916 0.003 0.000
H 1.161 4.034 0.003 0.001
H 1.177 2.501 -0.884 -0.001
H 1.177 2.501 0.890 -0.002
H -1.255 -2.635 0.003 -0.059
```

Output
Charge: +1
HOMO level (alpha / beta), Ha: -0.306 / -0.368
E_tot, a.u.: -2947.694501
Spin multiplicity: 8
Orbital gap (alpha / beta), eV: 4.3 / 6.3
Molecular weight, g mol⁻¹: 661.61
F_max, eV/A: 9.35

The following is a quantum chemistry calculation of a structure of composition C26H21F6N6NiO6S4Se in a non-equilibrium geometry, from OMol25.

Geometry as XYZ:
```
71
Properties=species:S:1:pos:R:3:mulliken_spin:R:1
Ni 1.214 1.640 0.669 1.674
F -0.661 -0.937 3.649 0.000
C 0.471 -0.603 4.294 0.002
F 0.950 -1.707 4.878 0.000
F 0.123 0.253 5.273 0.000
S 1.712 0.132 3.117 0.003
O 0.950 1.338 2.687 0.030
O 2.854 0.319 3.966 0.001
N 1.779 -1.070 2.157 0.001
S 4.502 0.463 0.949 0.006
O 5.206 0.824 -0.292 0.001
O 3.286 1.383 1.167 -0.001
C 5.637 1.293 2.267 0.003
F 6.820 1.620 1.712 0.000
F 5.888 0.456 3.277 0.000
F 5.128 2.425 2.783 0.000
C -4.940 -4.119 1.181 0.000
O -3.870 -3.785 0.325 0.000
C -4.064 -2.771 -0.560 0.000
C -2.988 -2.491 -1.406 0.001
C -3.077 -1.478 -2.333 0.000
C -4.249 -0.721 -2.447 0.000
C -5.321 -1.029 -1.629 0.000
C -5.233 -2.032 -0.669 0.000
N -4.457 0.265 -3.468 0.000
N -3.588 1.093 -3.801 0.000
C -2.388 1.310 -3.076 -0.001
C -1.251 1.509 -3.835 0.002
C 0.024 1.615 -3.283 0.006
C 0.216 1.539 -1.902 -0.007
O 1.362 1.570 -1.327 0.069
C -0.988 1.455 -1.095 -0.027
N -0.791 1.494 0.245 0.091
C -1.811 1.509 1.068 -0.006
C -3.132 1.540 0.592 0.002
C -3.359 1.490 -0.755 -0.001
C -2.274 1.384 -1.657 0.005
H -4.605 -4.974 1.763 0.000
H -5.833 -4.398 0.614 0.000
H -5.184 -3.295 1.856 0.000
H -2.084 -3.073 -1.298 -0.001
H -2.234 -1.266 -2.977 0.000
H -6.233 -0.452 -1.727 0.000
H -6.078 -2.223 -0.023 0.000
H -1.376 1.523 -4.912 0.000
H 0.894 1.743 -3.914 0.000
H -1.581 1.520 2.126 -0.001
H -3.950 1.619 1.293 0.000
H -4.368 1.555 -1.137 -0.001
S 1.216 4.117 0.393 0.060
C 2.760 4.350 -0.222 0.010
N 3.878 3.842 0.249 0.010
C 5.056 3.934 -0.608 -0.001
C 4.845 5.163 -1.492 0.001
S 3.038 5.369 -1.607 0.005
H 3.795 3.025 0.861 -0.002
H 5.142 3.017 -1.194 0.001
H 5.945 4.034 0.013 0.000
H 5.244 5.013 -2.491 0.000
H 5.270 6.068 -1.060 0.000
Se 1.534 -1.073 0.338 0.047
C 0.916 -2.878 0.319 0.004
C 0.657 -3.481 -0.908 0.006
C 0.273 -4.810 -0.922 -0.002
N 0.134 -5.556 0.174 0.004
C 0.388 -4.959 1.337 -0.001
C 0.778 -3.634 1.472 0.005
H 0.766 -2.926 -1.833 0.000
H 0.065 -5.306 -1.864 0.000
H 0.275 -5.578 2.220 0.000
H 0.978 -3.194 2.437 0.001
```

Output
Charge: -1
HOMO level (alpha / beta), Ha: -0.187 / -0.186
E_tot, a.u.: -7885.131790
Spin multiplicity: 3
Orbital gap (alpha / beta), eV: 7.1 / 6.9
Molecular weight, g mol⁻¹: 893.40
F_max, eV/A: 1.96

The following is a quantum chemistry calculation of a structure of composition C26H21MnN4O10S3 in a non-equilibrium geometry, from OMol25.

Geometry as XYZ:
```
65
Properties=species:S:1:pos:R:3:mulliken_spin:R:1
Mn -0.570 0.267 -1.638 1.182
O 3.198 1.669 0.220 0.001
C 2.020 1.724 0.170 -0.013
O 1.088 0.472 -2.016 -0.104
C 1.112 0.819 0.956 0.005
C 1.440 0.568 2.275 0.000
C 0.540 -0.140 3.063 0.000
C -0.670 -0.536 2.516 0.001
C -0.897 -0.262 1.182 0.007
N -0.011 0.356 0.413 -0.032
C -2.186 -0.544 0.455 -0.006
O -3.101 -1.151 0.937 0.017
O -2.167 0.013 -0.742 0.009
H 2.375 0.943 2.667 0.000
H 0.773 -0.351 4.098 0.000
H -1.438 -1.044 3.082 0.000
O 2.337 -4.418 -0.481 0.000
C 3.366 -3.555 -0.537 0.002
C 4.618 -4.058 -0.187 -0.001
C 5.725 -3.243 -0.193 0.001
C 5.619 -1.896 -0.546 -0.001
C 4.394 -1.389 -0.903 -0.001
C 3.245 -2.203 -0.915 0.005
C 1.958 -1.646 -1.340 0.006
O 2.160 -0.410 -1.913 0.000
N 0.853 -2.264 -1.202 -0.003
N -0.325 -1.717 -1.692 -0.030
C -1.259 -2.615 -1.868 0.007
S -1.045 -4.251 -1.327 0.001
C -2.572 -4.868 -2.078 0.000
C -3.579 -3.739 -2.062 0.000
S -2.743 -2.260 -2.674 0.004
H 1.520 -3.948 -0.721 -0.001
H 4.681 -5.101 0.091 0.000
H 6.688 -3.653 0.084 0.000
H 6.490 -1.256 -0.542 0.000
H 4.310 -0.346 -1.170 0.000
H -2.905 -5.717 -1.483 0.000
H -2.350 -5.200 -3.091 0.000
H -3.950 -3.533 -1.059 0.000
H -4.419 -3.933 -2.728 0.000
C -2.718 3.731 4.511 0.000
C -2.025 3.554 3.190 0.000
C -0.697 3.958 3.030 0.000
C -0.055 3.844 1.812 -0.001
C -0.759 3.298 0.741 0.001
C -2.083 2.891 0.864 0.000
C -2.702 3.019 2.096 0.000
S -0.046 3.270 -0.841 0.006
O 1.460 2.791 -0.558 0.003
O 0.084 4.558 -1.426 0.000
N -0.796 2.228 -1.688 -0.008
C -1.301 2.645 -3.027 0.001
C -1.851 1.408 -3.711 0.006
O -2.647 1.465 -4.593 -0.009
O -1.350 0.231 -3.249 -0.060
H -2.032 3.579 5.343 0.000
H -3.556 3.044 4.616 0.000
H -3.109 4.747 4.590 0.000
H -0.162 4.378 3.873 0.000
H 0.964 4.191 1.696 0.000
H -2.607 2.457 0.023 0.003
H -3.729 2.696 2.209 0.000
H -0.508 3.057 -3.653 0.001
H -2.097 3.380 -2.950 -0.001
```

Output
Charge: +1
HOMO level (alpha / beta), Ha: -0.408 / -0.408
E_tot, a.u.: -4320.046115
Spin multiplicity: 2
Orbital gap (alpha / beta), eV: 5.3 / 6.4
Molecular weight, g mol⁻¹: 700.61
F_max, eV/A: 1.04

- Among the records above, which one has the lowest charge?
  C26H21ClN3OPSTe4V

- Which of these has the highest molecular weight?
  C26H21ClN3OPSTe4V